Computed, not measured: C20H24MnO8P2S as an isolated structure, with ωB97M-V/def2-TZVPD.

Element x y z (Å)
Mn -1.0102 0.8223 -0.7127
C -2.8729 5.3233 -1.4374
C -2.6301 3.8347 -1.2255
O -3.8265 3.2067 -0.7496
P -2.2639 2.9542 -2.7906
O -3.5045 3.2195 -3.7428
O -1.1466 3.7645 -3.5542
O -1.9708 1.5093 -2.5458
P -1.1876 3.4551 -0.1429
O -0.9380 4.8128 0.6690
O -0.0452 3.0988 -1.0612
O -1.6040 2.3282 0.7743
H -3.6453 5.4749 -2.1925
H -1.9643 5.8330 -1.7614
H -3.2012 5.7638 -0.4979
H -3.5948 2.6280 -0.0077
H -4.3034 2.7917 -3.3985
H -0.3269 3.6996 -3.0242
H -0.5785 4.6442 1.5514
C -1.1043 -3.9874 2.5190
C -0.3501 -2.7927 2.4361
C -0.6470 -1.8657 1.4781
C -1.6994 -2.0525 0.5371
C -1.9704 -1.0646 -0.4709
C -3.0147 -1.3541 -1.3246
C -3.7787 -2.5506 -1.2421
C -3.5062 -3.4802 -0.2845
C -2.4485 -3.2553 0.6344
C -2.1266 -4.2068 1.6419
H -0.8712 -4.7221 3.2817
H 0.4634 -2.6219 3.1329
H -0.0762 -0.9540 1.4065
H -3.2680 -0.6548 -2.1158
H -4.5870 -2.7228 -1.9457
H -4.0864 -4.3943 -0.2104
H -2.7132 -5.1198 1.7028
C 5.2147 -2.9142 3.1384
C 4.5305 -2.2036 2.0002
C 3.7405 -1.0763 2.2301
C 3.0889 -0.4375 1.1895
C 3.2300 -0.9322 -0.0958
C 4.0030 -2.0506 -0.3549
C 4.6568 -2.6776 0.6975
S 2.3716 -0.1767 -1.4431
C 3.1490 1.4284 -1.4410
O 0.9747 0.0573 -0.9569
H 5.1440 -2.3417 4.0627
H 6.2702 -3.0811 2.9183
H 4.7584 -3.8905 3.3125
H 3.6258 -0.7009 3.2421
H 2.4560 0.4227 1.3781
H 4.0808 -2.4396 -1.3656
H 5.2592 -3.5597 0.5050
H 3.2619 1.7708 -0.4117
H 2.4656 2.0788 -1.9902
H 4.1173 1.3593 -1.9415

Calculated values
multiplicity: 6
energy relative to the best compared isomer or geometry (same formula, charge and spin): 75.2 kJ/mol
expectation value of S²: 8.756
frontier orbital gap (alpha / beta): 0.2725 / 0.2750 Eh